1.
Molecular formula: C56H101F9O28
Method: DFT, ωB97M-V with the def2-TZVPD basis set

Last column: Löwdin charge in e.
Geometry (Å):
O -5.74070 1.16280 1.94381  0.118
C -4.81806 0.48387 2.29123  -0.482
O -3.57132 0.94452 2.35394  0.017
C -2.65073 -0.07685 2.86700  -0.078
C -3.46571 -1.40577 2.75797  -0.149
C -4.83370 -0.98110 2.70719  -0.103
H -2.41830 0.16513 3.86173  0.088
H -1.76168 -0.04623 2.29586  0.090
H -3.26123 -2.14849 3.51793  0.113
H -3.29855 -2.06210 1.89732  0.111
H -5.38069 -0.97338 3.66299  0.147
H -5.38998 -1.59218 2.03591  0.114
O -3.60125 -7.62889 0.31672  0.046
C -4.57659 -6.82668 0.40003  -0.430
O -4.70254 -5.82638 -0.52402  -0.004
C -5.98638 -5.12221 -0.18434  -0.111
C -6.29443 -5.44908 1.25790  -0.151
C -5.62335 -6.79761 1.47458  -0.072
H -6.66891 -5.55541 -0.91721  0.128
H -5.83181 -4.06734 -0.42227  0.110
H -7.37030 -5.50431 1.52816  0.132
H -5.82717 -4.63404 1.81890  0.110
H -6.25565 -7.63603 1.38939  0.119
H -5.05368 -6.77742 2.39236  0.129
O 3.91073 -1.58247 5.76082  0.095
C 4.07546 -0.47589 5.25886  -0.514
O 3.54933 -0.19174 4.07951  0.005
C 3.89603 1.16786 3.66974  -0.116
C 4.05352 1.90181 5.05139  -0.109
C 4.71563 0.73144 5.80463  -0.079
H 3.08870 1.59988 3.05296  0.087
H 4.83058 1.19198 3.06034  0.138
H 3.05819 2.17529 5.40718  0.103
H 4.56151 2.83281 4.87036  0.106
H 4.46975 0.74781 6.88638  0.137
H 5.83353 0.69926 5.73993  0.149
O 2.66390 4.46243 3.12188  0.146
C 2.03733 5.37757 2.80140  -0.558
O 1.87509 6.43634 3.57337  0.046
C 1.00435 7.39282 2.95322  -0.129
C 0.45253 6.72405 1.70701  -0.140
C 1.41466 5.58337 1.44870  -0.071
H 1.63188 8.26898 2.72528  0.132
H 0.23835 7.65517 3.69802  0.130
H 0.35931 7.35039 0.83510  0.116
H -0.49690 6.24224 1.83660  0.104
H 2.16437 5.78949 0.69179  0.139
H 0.90681 4.64678 1.17588  0.080
O -1.15284 3.39784 7.22300  0.123
C -0.72209 3.16519 6.13002  -0.502
O -0.10847 2.05562 5.76423  0.036
C 0.23810 2.01038 4.40055  -0.142
C -0.78812 2.98207 3.72989  -0.092
C -0.97935 4.01403 4.88723  -0.042
H 0.15080 0.96472 4.15862  0.106
H 1.24404 2.41733 4.25644  0.097
H -1.72043 2.44754 3.47350  0.105
H -0.28038 3.36716 2.83607  0.085
H -1.89671 4.54371 4.88157  0.106
H -0.23812 4.84175 4.92889  0.128
C -3.95321 2.27147 -4.17617  -0.053
C -5.20256 1.46296 -4.45925  -0.171
O -5.66935 0.82962 -3.24712  0.026
C -6.73790 0.07698 -3.36406  -0.374
O -7.48117 -0.08309 -4.30180  0.159
C -7.03486 -0.74365 -1.99222  -0.533
F -6.46077 -1.97157 -1.98174  0.124
F -6.55014 -0.14935 -0.93435  0.171
F -8.32608 -0.97430 -1.75822  0.165
H -4.25500 3.10785 -3.56865  0.068
H -3.46567 2.66918 -5.09765  0.102
H -3.15581 1.77820 -3.66055  0.048
H -5.02107 0.69756 -5.18091  0.113
H -6.01085 2.11707 -4.82262  0.138
C -4.80791 3.44483 -0.12015  -0.047
C -3.51500 2.71480 -0.11744  -0.167
O -2.76006 3.23126 -1.28407  0.004
C -1.59994 3.80941 -0.96965  -0.378
O -1.08140 3.93945 0.08555  0.147
C -0.97825 4.19566 -2.37645  -0.531
F 0.34616 4.50079 -2.16718  0.111
F -0.94564 3.05740 -3.13583  0.129
F -1.51894 5.17849 -2.95077  0.256
H -4.61925 4.55038 -0.04392  0.100
H -5.34476 3.23832 0.84788  0.088
H -5.43895 3.30745 -0.97852  0.071
H -3.54728 1.65187 -0.36379  0.122
H -2.83495 2.79498 0.70579  0.095
C 0.22816 1.24581 -6.37598  -0.046
C -1.03015 0.61856 -5.84416  -0.141
O -0.79264 -0.78559 -5.35150  0.026
C -1.81577 -1.56027 -5.06000  -0.393
O -3.01068 -1.36782 -5.22398  0.125
C -1.28747 -2.97081 -4.59668  -0.510
F -2.25803 -3.78716 -4.26337  0.185
F -0.53977 -3.51768 -5.57585  0.155
F -0.46289 -2.88505 -3.50781  0.116
H 0.02428 2.22438 -6.87086  0.102
H 0.66646 0.62808 -7.15661  0.081
H 0.99678 1.32995 -5.62285  0.061
H -1.86009 0.48396 -6.53198  0.125
H -1.39510 1.09742 -4.94690  0.091
C -3.30459 -1.27359 -1.95909  -0.086
O -2.03516 -0.82798 -2.40116  -0.195
C -0.99429 -1.09103 -1.42658  -0.147
C 0.09137 -0.03690 -1.59935  -0.174
O -0.17008 1.13774 -0.89772  -0.117
C 0.16731 1.15573 0.48445  -0.163
C 1.28084 2.07177 0.78427  -0.173
O 2.55306 1.43838 0.44180  -0.213
C 3.66590 2.34977 0.52797  -0.094
H -3.24257 -2.28503 -1.61368  0.071
H -3.98516 -1.20653 -2.83596  0.090
H -3.66755 -0.68927 -1.13422  0.071
H -0.67409 -2.13094 -1.55305  0.105
H -1.39669 -0.94758 -0.39831  0.128
H 0.10584 0.24391 -2.68438  0.132
H 1.08081 -0.49272 -1.40704  0.123
H 0.39812 0.14308 0.85419  0.116
H -0.75060 1.43552 1.03552  0.115
H 1.36898 2.33737 1.79903  0.081
H 1.22446 2.99080 0.19379  0.103
H 3.37032 3.17675 -0.14089  0.090
H 4.56729 1.87424 0.18355  0.079
H 3.63842 2.77444 1.53226  0.054
C -0.71136 -1.57992 5.29920  -0.128
O -0.11722 -1.32648 4.05098  -0.224
C 0.98432 -2.18196 3.69265  -0.135
C 1.18450 -2.16595 2.14342  -0.186
O 0.17126 -2.67105 1.33077  -0.122
C -0.08715 -4.04732 1.59335  -0.191
C -1.12263 -4.67023 0.74887  -0.204
O -0.59835 -4.73517 -0.56128  -0.192
C -1.58574 -5.01531 -1.53988  -0.088
H 0.00224 -1.66481 6.15365  0.103
H -1.33865 -2.55518 5.34718  0.107
H -1.43861 -0.78808 5.53325  0.075
H 0.84891 -3.18301 4.09476  0.119
H 1.90586 -1.69406 4.05625  0.104
H 2.12413 -2.71774 1.94425  0.135
H 1.36702 -1.16737 1.85372  0.090
H -0.35688 -4.16615 2.64367  0.120
H 0.85904 -4.65111 1.41533  0.151
H -2.05791 -4.08262 0.69211  0.127
H -1.34694 -5.66792 1.17737  0.142
H -2.32032 -5.71008 -1.09047  0.074
H -1.15785 -5.65100 -2.35666  0.091
H -2.07514 -4.16368 -1.97590  0.051
C 2.61855 2.29011 -3.01475  -0.081
O 3.98408 2.44027 -3.35226  -0.181
C 4.69699 1.30278 -2.95944  -0.219
C 6.21239 1.48833 -3.03878  -0.163
O 6.61065 2.32247 -1.97098  -0.124
C 6.46045 3.69781 -2.11153  -0.221
C 6.90947 4.41762 -0.88640  -0.220
O 5.91194 4.27310 0.08740  -0.185
C 6.32663 4.72186 1.37212  -0.084
H 2.11190 3.18129 -3.40637  0.092
H 2.51868 2.31007 -1.89703  0.083
H 2.27812 1.34388 -3.35366  0.065
H 4.40828 0.43274 -3.52773  0.121
H 4.51223 1.12161 -1.88130  0.117
H 6.46835 1.85314 -4.01082  0.118
H 6.64542 0.48595 -2.95712  0.131
H 5.41912 3.98952 -2.30241  0.128
H 7.08695 4.04529 -2.97973  0.144
H 7.17660 5.44649 -1.16189  0.131
H 7.78877 3.86311 -0.47664  0.141
H 6.45825 5.81903 1.49824  0.104
H 7.18500 4.24089 1.76912  0.078
H 5.50610 4.46959 1.95077  0.045
C 4.96805 -1.49831 0.50129  -0.138
O 4.28763 -2.65090 0.25719  -0.162
C 3.24310 -2.54695 -0.72700  -0.168
C 2.65180 -3.88151 -1.09179  -0.207
O 3.50726 -4.61013 -1.94519  -0.127
C 3.34134 -6.03058 -1.85605  -0.136
C 2.01523 -6.47319 -2.54782  -0.196
O 2.16147 -6.25330 -3.95163  -0.186
C 0.88433 -6.34928 -4.59782  -0.082
H 5.34035 -1.62094 1.54635  0.106
H 4.39944 -0.57572 0.58505  0.070
H 5.75584 -1.41696 -0.18152  0.071
H 3.63161 -2.07917 -1.68586  0.145
H 2.44541 -1.86158 -0.41706  0.096
H 1.61707 -3.85674 -1.41452  0.108
H 2.44234 -4.44972 -0.21648  0.098
H 3.48959 -6.26468 -0.81286  0.120
H 4.14699 -6.41796 -2.49168  0.129
H 1.09015 -6.03039 -2.09950  0.107
H 1.85748 -7.50263 -2.32372  0.106
H 0.30147 -5.51263 -4.19340  0.059
H 0.52521 -7.38984 -4.35915  0.108
H 1.02663 -6.21320 -5.65870  0.082

Properties
- HOMO-LUMO gap: 9.4 eV
- SMILES: CCOC(=O)C(F)(F)F.CCOC(=O)C(F)(F)F.CCOC(=O)C(F)(F)F.COCCOCCOC.COCCOCCOC.COCCOCCOC.COCCOCCOC.O=C1CCCO1.O=C1CCCO1.O=C1CCCO1.O=C1CCCO1.O=C1CCCO1
- Highest occupied orbital energy: -9.18 eV
- Total energy: -5199.68517 Eh
- Largest force on an atom: 5.29 eV Å⁻¹
- LUMO energy: 0.209 eV
- Charge: 0

2.
Molecular formula: C5H7N
Method: DFT, ωB97M-V with the def2-TZVPD basis set

Last column: Löwdin charge in e.
Geometry (Å):
N -2.48953 -0.89087 0.34707  0.148
C -1.94083 -0.26641 -0.46008  -0.246
C -1.26488 0.49715 -1.47425  -0.167
C -0.24751 1.30782 -1.18731  0.039
C 1.31865 -0.16639 1.59316  -0.099
C 1.11156 -1.26593 0.87635  -0.082
H -1.62903 0.36898 -2.48920  0.100
H 0.25409 1.86718 -1.97048  0.069
H 0.12294 1.41477 -0.17338  0.049
H 2.27972 0.34346 1.59885  0.049
H 0.52966 0.26926 2.20303  0.053
H 0.14561 -1.76555 0.87098  0.037
H 1.89630 -1.70519 0.26459  0.051

Properties
- HOMO-LUMO gap: 10.6 eV
- SMILES: C=CC#N.C=C
- Highest occupied orbital energy: -10.17 eV
- Total energy: -249.39964 Eh
- Largest force on an atom: 1.13 eV Å⁻¹
- LUMO energy: 0.451 eV
- Charge: 0

3.
Molecular formula: C3H6N2O
Method: DFT, ωB97M-V with the def2-TZVPD basis set

Last column: Löwdin charge in e.
Geometry (Å):
O -1.21910 1.66108 -1.16750  -0.062
N -1.25706 0.29852 -0.90370  0.034
C -0.11783 -0.17845 -0.60193  -0.389
C -0.02534 -1.34129 0.31771  -0.225
N 0.25755 -0.32894 1.36091  0.025
C 1.05050 0.51970 -0.04125  0.038
H -2.15888 1.87398 -1.23951  0.094
H 0.85918 -1.96817 0.12685  0.105
H -0.92354 -1.95080 0.40840  0.109
H 0.74606 -0.81681 2.13964  0.082
H 2.02583 0.04769 -0.20409  0.090
H 1.11106 1.59401 -0.32833  0.099

Properties
- HOMO-LUMO gap: 10.2 eV
- SMILES: ON=C1CNC1
- Highest occupied orbital energy: -9.37 eV
- Total energy: -302.49218 Eh
- Largest force on an atom: 1.56 eV Å⁻¹
- LUMO energy: 0.862 eV
- Charge: 0

4.
Molecular formula: C4H7N3
Method: DFT, ωB97M-V with the def2-TZVPD basis set

Last column: Löwdin charge in e.
Geometry (Å):
C 2.24688 0.17114 0.36553  -0.064
N 0.86026 -0.21813 0.31836  -0.224
C -0.21451 0.66312 -0.09480  -0.115
C -1.29497 -0.37029 -0.26686  -0.349
C -2.61315 -0.21081 -0.23412  0.060
N -0.63366 -1.63373 -0.37860  0.038
N 0.56953 -1.49009 -0.05070  0.029
H 2.83588 -0.72735 0.55811  0.083
H 2.41025 0.87968 1.18423  0.083
H 2.58811 0.63056 -0.57370  0.083
H 0.02780 1.15896 -1.05174  0.128
H -3.04180 0.77026 -0.05660  0.061
H -0.45243 1.42509 0.65158  0.126
H -3.28817 -1.04841 -0.37069  0.062

Properties
- HOMO-LUMO gap: 9.2 eV
- SMILES: C=C1CN(C)N=N1
- Highest occupied orbital energy: -8.54 eV
- Total energy: -320.80732 Eh
- Largest force on an atom: 0.29 eV Å⁻¹
- LUMO energy: 0.654 eV
- Charge: 0